No. 1
DFT (ωB97M-V/def2-TZVPD) results for a 6-piece molecular cluster, C42H44NO21S2 overall at a distorted geometry.

Computed properties:
Maximum force   3.0 eV/Å
HOMO level (alpha / beta)   -8.485 / -8.957 eV
Spin multiplicity   2
Gap between HOMO and LUMO (alpha / beta)   0.2474 / 0.2647 Ha

Positions of all 110 atoms, in Å:
1 C -0.53976 3.04529 6.23122
2 C 0.90457 2.46218 5.98040
3 C 1.81347 3.22466 7.00762
4 C 1.25752 2.85677 4.51068
5 C 2.47603 2.09239 3.87605
6 S 4.05892 2.83691 4.44849
7 C 2.32444 2.23888 2.30479
8 C 3.65361 2.25906 1.50338
9 C 4.52636 0.96908 1.66249
10 S 3.71930 -0.44260 0.79592
11 C 2.32586 0.57461 4.21356
12 C 1.92774 0.22374 5.67384
13 C 3.18224 0.16542 6.62355
14 C 1.42021 -1.27076 5.61794
15 N 0.81265 1.01265 6.22692
16 O -0.34479 0.51943 5.97379
17 H -1.20122 2.82670 5.37840
18 H -0.44028 4.15192 6.25595
19 H -0.93775 2.68182 7.19054
20 H 1.21200 3.30679 7.93674
21 H 2.76215 2.71595 7.22741
22 H 1.97340 4.25949 6.65529
23 H 0.36686 2.69120 3.87200
24 H 1.51368 3.93477 4.47459
25 H 3.82202 4.18703 4.48561
26 H 1.77861 3.18256 2.11339
27 H 1.69560 1.43251 1.87722
28 H 3.36512 2.28521 0.42988
29 H 4.24987 3.17827 1.65299
30 H 4.76030 0.74961 2.71722
31 H 5.49956 1.20122 1.18917
32 H 2.94621 -1.09313 1.72210
33 H 1.51097 0.18906 3.56636
34 H 3.21996 -0.01886 3.93676
35 H 3.93791 0.93082 6.38052
36 H 3.66030 -0.82278 6.53302
37 H 2.86772 0.28445 7.67849
38 H 0.72552 -1.44091 4.78514
39 H 1.00374 -1.55209 6.59762
40 H 2.30465 -1.90750 5.41314
41 C -1.77274 -3.31497 3.49503
42 C -2.95450 -3.92565 3.41327
43 C -3.06280 -5.40118 3.23236
44 O -4.16505 -5.91276 3.18244
45 C -1.82575 -6.17240 3.11562
46 C -0.64220 -5.56058 3.19276
47 C -0.53576 -4.08725 3.40165
48 O 0.56556 -3.57801 3.48308
49 O 0.51264 -6.23877 3.08697
50 O -4.11400 -3.24079 3.49111
51 H -1.68328 -2.24551 3.62822
52 H -1.91638 -7.23940 2.96678
53 H 1.21346 -5.57045 3.17790
54 H -4.81679 -3.91090 3.41442
55 C -2.30898 5.74157 0.76853
56 C -1.02369 5.45293 0.98298
57 C -0.22351 4.66699 -0.00129
58 O 0.94870 4.44505 0.23062
59 C -0.89550 4.19012 -1.21038
60 C -2.18065 4.47684 -1.42113
61 C -2.97401 5.28483 -0.45179
62 O -4.13737 5.53341 -0.70004
63 O -2.83190 4.05251 -2.52153
64 O -0.38379 5.85544 2.09460
65 H -2.89849 6.31181 1.47274
66 H -0.31142 3.60804 -1.90865
67 H -3.74113 4.39342 -2.43287
68 H 0.52542 5.52237 2.00392
69 C -1.73296 -4.23950 -1.53399
70 C -2.15585 -4.76193 -2.68689
71 C -3.58550 -5.12990 -2.90357
72 O -3.92314 -5.58537 -3.97716
73 C -4.52172 -4.92534 -1.79855
74 C -4.09919 -4.40513 -0.64386
75 C -2.67358 -4.01491 -0.43687
76 O -2.33624 -3.52991 0.62776
77 O -4.93591 -4.20380 0.38688
78 O -1.31616 -4.98336 -3.71424
79 H -0.69936 -3.96821 -1.36686
80 H -5.55181 -5.20969 -1.96093
81 H -4.39095 -3.81488 1.09271
82 H -1.86560 -5.35904 -4.42701
83 C 0.09358 4.74428 -6.66194
84 C -0.19621 4.75081 -7.96440
85 C -1.54319 4.35607 -8.46817
86 O -1.76365 4.39604 -9.66279
87 C -2.54451 3.93078 -7.49166
88 C -2.25933 3.91989 -6.18603
89 C -0.91429 4.34145 -5.68076
90 O -0.69167 4.33451 -4.48747
91 O -3.17698 3.52680 -5.28030
92 O 0.70865 5.11333 -8.88837
93 H 1.06621 5.02983 -6.28617
94 H -3.51088 3.63101 -7.87201
95 H -2.77282 3.60260 -4.39026
96 H 0.25103 5.03314 -9.74306
97 C 0.50863 -4.17987 -8.32133
98 C 1.74608 -4.28763 -8.80988
99 C 2.93450 -4.40274 -7.91473
100 O 4.03899 -4.51753 -8.40890
101 C 2.71233 -4.36714 -6.47027
102 C 1.47513 -4.25561 -5.97791
103 C 0.28308 -4.16777 -6.87640
104 O -0.82809 -4.08691 -6.38944
105 O 1.24944 -4.21885 -4.65368
106 O 1.98568 -4.29961 -10.13106
107 H -0.35930 -4.09858 -8.96074
108 H 3.58253 -4.43392 -5.83258
109 H 0.28100 -4.13410 -4.53728
110 H 2.95064 -4.38784 -10.21741

Here are the Mulliken charges for atoms 1 to 8, given in e: number 1, C, carries -1.6461; number 2, C, carries 1.4394; number 3, C, carries -1.5805; number 4, C, carries -2.4228; number 5, C, carries 2.2475; number 6, S, carries -0.1534; number 7, C, carries -0.2974; number 8, C, carries -1.1519



No. 2
DFT (ωB97M-V/def2-TZVPD) results for C42H45BaN2O7S2Se as an isolated structure at a distorted geometry.

Computed properties:
Charge   -1
Maximum force   4.5 eV/Å
HOMO level   -3.453 eV
Spin multiplicity   1
Gap between HOMO and LUMO   0.1846 Ha

Positions of all 100 atoms, in Å:
1 Ba -0.20028 -0.18790 0.19238
2 C -2.02954 3.27335 1.36702
3 N -1.94236 2.07933 2.18899
4 C -3.24134 1.73642 2.72881
5 C -0.98094 2.26031 3.27362
6 C 0.44311 2.47383 2.80172
7 C 1.15300 3.54807 3.33937
8 C 2.47571 3.76554 2.97621
9 C 3.07196 2.90068 2.07014
10 C 2.33808 1.84247 1.53613
11 C 0.99882 1.58105 1.86775
12 H -2.38972 4.14386 1.94422
13 H -2.71584 3.09868 0.53650
14 H -1.04558 3.50702 0.96197
15 H -3.62530 2.50834 3.42103
16 H -3.17763 0.79065 3.27249
17 H -3.96289 1.62361 1.91889
18 H -1.02924 1.35661 3.89441
19 H -1.28997 3.10788 3.91641
20 H 0.67210 4.22315 4.04535
21 H 3.02706 4.60451 3.38659
22 H 4.10516 3.05744 1.77389
23 H 2.84538 1.18908 0.82554
24 O 0.95971 -1.87454 1.19668
25 S 1.12087 -3.17151 1.92269
26 C -0.43112 -4.09365 1.64371
27 C -0.25128 -4.95426 0.39409
28 C -1.55458 -5.44365 -0.24526
29 C -2.47350 -4.36986 -0.82840
30 S -1.72838 -3.07414 -1.89011
31 O -0.80785 -2.30683 -1.00991
32 C -0.66323 -4.12291 -2.89839
33 C -1.17147 -5.17803 -3.64383
34 C -0.31033 -5.92041 -4.43636
35 C 1.03947 -5.59431 -4.49363
36 C 1.53077 -4.51946 -3.76637
37 C 0.67644 -3.77404 -2.96576
38 C 0.88470 -2.76811 3.65418
39 C 1.13885 -3.74394 4.60841
40 C 0.99628 -3.42986 5.95038
41 C 0.62966 -2.14181 6.32263
42 C 0.40788 -1.16881 5.35846
43 C 0.53686 -1.47608 4.01140
44 H -1.18439 -3.31410 1.52407
45 H -0.64335 -4.68433 2.53518
46 H 0.35453 -5.82832 0.64514
47 H 0.31281 -4.38384 -0.34396
48 H -2.13724 -5.99548 0.49987
49 H -1.29691 -6.15528 -1.03126
50 H -2.95028 -3.77614 -0.04683
51 H -3.26604 -4.81761 -1.43198
52 H -2.22719 -5.42213 -3.61147
53 H -0.69141 -6.75237 -5.01443
54 H 1.70672 -6.17439 -5.11801
55 H 2.57719 -4.25147 -3.82466
56 H 1.04113 -2.92517 -2.39745
57 H 1.44548 -4.73851 4.30243
58 H 1.18899 -4.18081 6.70565
59 H 0.53838 -1.89000 7.37150
60 H 0.15329 -0.15793 5.64951
61 H 0.42630 -0.71159 3.24785
62 O -2.37281 -1.46885 1.40159
63 C -3.55007 -1.32872 1.09685
64 C -4.13589 -0.42616 0.13693
65 C -5.52579 -0.42289 0.04029
66 C -6.17590 0.44718 -0.80047
67 C -5.43616 1.35695 -1.59059
68 C -4.07909 1.36917 -1.52870
69 C -3.34668 0.48476 -0.66196
70 O -2.08964 0.50623 -0.61557
71 N -7.61229 0.43646 -0.86774
72 O -8.22299 -0.39630 -0.20965
73 O -8.16521 1.28954 -1.54665
74 H -4.30038 -1.96826 1.60981
75 H -6.11206 -1.10621 0.64284
76 H -5.97472 2.02890 -2.24390
77 H -3.49089 2.04862 -2.13199
78 O 2.96096 -0.80181 -1.97170
79 C 2.05171 -0.15262 -1.63480
80 C 5.89236 5.42516 -5.65781
81 C 4.93373 4.58748 -4.84986
82 C 4.92040 4.64044 -3.46281
83 C 4.03144 3.88435 -2.70579
84 C 4.08077 3.96877 -1.20599
85 C 3.10800 3.04413 -3.35336
86 Se 1.86479 2.01403 -2.27864
87 C 3.12622 2.96180 -4.75482
88 C 2.20532 2.05442 -5.53012
89 C 4.03315 3.73773 -5.47307
90 H 6.51153 6.04514 -5.00870
91 H 5.35544 6.08550 -6.34287
92 H 6.55651 4.80087 -6.26060
93 H 5.62388 5.29160 -2.95126
94 H 4.79463 4.72912 -0.88234
95 H 4.37162 3.00492 -0.78318
96 H 3.09970 4.19797 -0.78929
97 H 1.49703 1.56596 -4.86594
98 H 2.78238 1.28526 -6.05005
99 H 1.64953 2.61994 -6.28235
100 H 4.03134 3.66964 -6.55873

Here are the Mulliken charges for atoms 1 to 8, given in e: number 1, Ba, carries 1.2168; number 2, C, carries -1.1230; number 3, N, carries 1.0819; number 4, C, carries -1.2484; number 5, C, carries -1.1967; number 6, C, carries 0.0563; number 7, C, carries -0.6863; number 8, C, carries -0.7671